[1]
DFT (the ωB97M-V functional and the def2-TZVPD basis) results for a single C7H11OP molecule.

Cartesian coordinates (Å):
C1 0.95779 -0.17086 0.46959
C2 0.65413 0.09510 -0.81205
C3 -1.64508 0.48705 -0.60652
C4 0.37496 0.43138 1.71614
C5 -0.44216 1.14920 -1.14275
C6 -1.00015 0.06742 1.96319
C7 1.26818 -0.61243 -1.92144
O1 -1.41764 -1.21678 1.99906
P1 -3.12370 -0.31489 -0.85633
H1 1.75922 -0.88431 0.65289
H2 0.97121 0.04165 2.60825
H3 0.68042 1.51170 1.69170
H4 -0.14747 2.15759 -0.73371
H5 -0.53158 1.59010 -2.19187
H6 -1.60354 0.53977 2.72772
H7 1.68217 0.23413 -2.45308
H8 0.70357 -1.14869 -2.63787
H9 2.01717 -1.32151 -1.56958
H10 -0.94302 -1.83622 1.45364
H11 -3.18425 -0.62904 0.59887

Forces on atoms 1 to 6 (eV/Å):
0.50 -0.45 -0.60
-1.60 0.52 1.39
-1.64 -0.08 0.92
2.76 0.41 0.58
0.36 0.96 -0.50
-1.98 0.24 -0.75

Results
Highest occupied orbital energy (alpha / beta) (eV): -6.99 / -7.35
HOMO-LUMO gap (alpha / beta) (eV): 7.466 / 7.877

[2]
DFT (the ωB97M-V functional and the def2-TZVPD basis) results for C35H23Cl5MnN2O5PS as an isolated structure.

Cartesian coordinates (Å):
Mn1 -0.33131 1.60519 0.43346
Cl1 -6.07277 0.86762 4.77002
C1 -4.83905 0.80047 3.57380
C2 -3.69993 1.58796 3.69616
Cl2 -3.50909 2.63954 5.04152
C3 -2.70864 1.52343 2.72527
Cl3 -1.27983 2.49791 2.86452
C4 -2.80576 0.67895 1.61296
O1 -1.88106 0.58547 0.68586
C5 -3.96991 -0.10249 1.50648
Cl4 -4.10232 -1.13859 0.14192
C6 -4.96656 -0.04537 2.47020
Cl5 -6.36892 -1.02444 2.30403
O2 0.17540 0.67594 -1.56241
C7 0.75606 -0.15932 -0.84813
O3 0.76243 0.00306 0.43108
C8 1.49318 -1.34077 -1.40501
P1 1.24647 -2.90336 -0.44024
C9 2.28327 -3.99023 -1.49887
C10 3.48261 -4.46018 -0.97196
C11 4.32892 -5.25687 -1.73362
C12 3.97498 -5.59816 -3.02927
C13 2.77454 -5.14321 -3.56240
C14 1.93522 -4.34511 -2.80220
C15 -0.42192 -3.39413 -1.01308
C16 -1.26220 -2.58575 -1.77219
C17 -2.52313 -3.03668 -2.14771
C18 -2.95768 -4.29639 -1.77187
C19 -2.12764 -5.10904 -1.00794
C20 -0.87641 -4.65676 -0.62668
H1 2.56043 -1.11180 -1.32477
H2 1.25893 -1.45325 -2.46351
H3 3.75216 -4.20448 0.04684
H4 5.25854 -5.61590 -1.31102
H5 4.62862 -6.22366 -3.62352
H6 2.49224 -5.41482 -4.57162
H7 0.99346 -4.00529 -3.21849
H8 -0.95764 -1.59286 -2.07714
H9 -3.16409 -2.39410 -2.73912
H10 -3.93953 -4.64428 -2.06578
H11 -2.46074 -6.09284 -0.70302
H12 -0.23722 -5.29405 -0.02468
O4 1.87346 3.79858 2.80783
S1 2.31527 3.11332 1.62080
O5 3.47105 3.61776 0.92935
N1 1.03533 3.02552 0.57036
C21 0.61658 4.25889 0.03743
C22 1.32488 5.43847 -0.02952
C23 0.75012 6.58931 -0.60957
C24 -0.50996 6.59368 -1.13537
C25 -1.27340 5.40680 -1.07932
C26 -2.58334 5.27878 -1.58785
C27 -3.25134 4.08818 -1.49075
C28 -2.62297 3.00423 -0.86403
N2 -1.40574 3.10360 -0.37450
C29 -0.70548 4.26767 -0.48304
C30 2.62417 1.43232 2.03320
C31 3.55432 0.72283 1.28638
C32 3.77979 -0.60879 1.59015
C33 3.07937 -1.21461 2.62556
C34 2.17935 -0.48411 3.38702
C35 1.95457 0.85413 3.10031
H13 2.33368 5.49215 0.34894
H14 1.34646 7.49187 -0.63989
H15 -0.93156 7.48064 -1.58930
H16 -3.04948 6.13617 -2.05819
H17 -4.25165 3.96546 -1.87953
H18 -3.10820 2.04252 -0.75749
H19 4.08381 1.21930 0.48436
H20 4.50065 -1.17727 1.01584
H21 3.24560 -2.26115 2.84603
H22 1.65372 -0.95347 4.20784
H23 1.27684 1.44586 3.69910

Forces on atoms 1 to 6 (eV/Å):
0.05 -0.09 -0.17
0.00 0.00 0.00
0.00 -0.01 0.00
-0.01 -0.01 -0.01
0.00 0.01 0.00
0.03 0.02 0.00

Results
Highest occupied orbital energy (alpha / beta) (eV): -8.38 / -8.52
⟨S²⟩: 6.0438
Multiplicity: 5
HOMO-LUMO gap (alpha / beta) (eV): 7.125 / 7.569

[3]
DFT (the ωB97M-V functional and the def2-TZVPD basis) results for a 2-piece molecular cluster, C7H12BrN5 overall.

Cartesian coordinates (Å):
C1 -1.28314 -1.32608 -0.60390
C2 -2.45926 -0.86469 -0.00968
C3 -0.59192 1.49366 1.73846
C4 0.54923 2.33470 1.55674
C5 -0.13532 1.66864 0.32249
C6 0.41473 -2.97912 0.24631
C7 0.56936 0.58672 -0.41470
N1 -2.57517 -1.30683 1.25855
N2 -1.55154 -2.08829 1.48627
N3 -0.78751 -2.10421 0.34418
N4 0.77638 -0.33120 -2.58076
N5 0.54999 0.62301 -1.67824
Br1 -3.81149 0.34197 -0.49182
H1 -0.66359 0.42734 2.07951
H2 -1.45078 1.97972 1.94706
H3 0.52053 3.40621 1.77177
H4 1.38097 1.79649 1.71265
H5 -0.56727 2.37375 -0.38972
H6 0.15914 -4.07460 0.48299
H7 0.92246 -2.92352 -0.73079
H8 1.15643 -2.58482 1.13637
H9 1.10146 -0.21129 0.02171
H10 0.57318 -0.11330 -3.49300
H11 -0.90805 -1.44465 -1.55059
H12 0.29572 1.62514 -1.91436

Forces on atoms 1 to 6 (eV/Å):
-2.76 -0.37 2.03
-0.21 0.64 0.12
-0.75 -3.21 -0.73
-0.79 0.90 -1.08
1.36 1.15 -0.23
0.97 0.01 2.93

Results
Highest occupied orbital energy (alpha / beta) (eV): -7.68 / -7.68
HOMO-LUMO gap (alpha / beta) (eV): 8.378 / 8.379

[4]
DFT (the ωB97M-V functional and the def2-TZVPD basis) results for a single C7H8ClO2PS molecule.

Cartesian coordinates (Å):
C1 1.53213 -0.49431 2.06895
C2 0.94201 0.45893 2.78536
C3 1.41884 -0.56972 0.63215
C4 0.21179 1.46810 2.07322
C5 0.72987 0.38935 -0.04670
C6 0.04936 1.33909 0.76067
C7 0.71945 0.50845 -1.57638
O1 -1.71612 -1.00095 -3.83611
O2 -0.50758 0.24671 -2.06305
P1 -2.31753 -1.98928 -0.98379
S1 -1.00231 -1.48194 -2.72473
Cl1 -1.06624 2.37852 0.01373
H1 2.06637 -1.32400 2.56023
H2 1.02705 0.51195 3.86280
H3 2.03674 -1.31756 0.08308
H4 -0.27669 2.29624 2.59475
H5 0.86761 1.57943 -1.89405
H6 1.39001 -0.29327 -1.86622
H7 -2.57575 -0.65233 -0.85191
H8 -3.52900 -2.05340 -1.59200

Forces on atoms 1 to 6 (eV/Å):
0.90 -2.93 -1.71
-1.01 2.40 0.09
1.34 -0.18 0.85
0.32 -0.62 2.88
-0.16 0.80 0.14
0.26 -0.44 -1.84

Results
Highest occupied orbital energy (eV): -9.17
SMILES: O=S(#[PH2])OCc1ccccc1Cl
HOMO-LUMO gap (eV): 8.948

[5]
DFT (the ωB97M-V functional and the def2-TZVPD basis) results for C22H19N8O2S2Ti as an isolated structure.

Cartesian coordinates (Å):
Ti1 0.00067 -0.73778 0.41002
N1 -1.36230 2.31583 0.24830
C1 -0.59391 2.05042 1.30885
N2 -0.72661 2.78643 2.38720
C2 0.01744 2.46773 3.45528
N3 -0.13280 3.16504 4.55941
N4 0.89924 1.43485 3.46017
C3 0.99345 0.74196 2.36104
N5 0.28801 1.00549 1.21217
C4 1.90894 -0.39234 2.26327
C5 2.95849 -0.60392 3.15591
C6 3.87623 -1.60292 2.88293
C7 3.72278 -2.35715 1.71372
C8 2.63085 -2.13750 0.90184
N6 1.70742 -1.19244 1.17121
H1 -2.04055 3.05888 0.32953
H2 -1.33554 1.75133 -0.59417
H3 -0.78227 3.93740 4.56800
H4 0.41102 2.93604 5.37653
H5 3.03346 0.02940 4.02743
H6 4.70164 -1.79297 3.55130
H7 4.44511 -3.11199 1.44854
H8 2.47094 -2.71902 -0.00505
O1 -6.09976 -5.98660 2.89602
C9 -4.80827 -5.81299 3.15167
O2 -4.17141 -6.61131 3.77667
C10 -4.16200 -4.56071 2.61102
C11 -4.87921 -3.51474 2.03543
C12 -4.22183 -2.38274 1.59386
C13 -2.84447 -2.28499 1.75636
S1 -2.08798 -0.73453 1.35353
C14 -2.10871 -3.32990 2.31789
C15 -2.77368 -4.46741 2.73649
H9 -6.51048 -5.29482 2.36007
H10 -5.95570 -3.54068 1.93166
H11 -4.76914 -1.56114 1.15429
H12 -1.03253 -3.20656 2.46119
H13 -2.24236 -5.29348 3.18969
N7 -0.68673 -3.61627 -0.59081
C16 -0.28946 -2.77664 -1.57274
N8 -0.17131 -1.47108 -1.36741
C17 0.32831 -0.81868 -2.48881
C18 0.56944 0.55329 -2.58524
C19 1.04960 1.04886 -3.78403
C20 1.30835 0.19608 -4.85649
C21 1.09515 -1.16825 -4.76480
C22 0.58701 -1.66847 -3.57651
S2 0.18879 -3.32670 -3.14549
H14 -1.35867 -3.28913 0.10578
H15 -0.78410 -4.59552 -0.82569
H16 0.39112 1.20729 -1.72566
H17 1.23476 2.10649 -3.89118
H18 1.68288 0.60829 -5.77949
H19 1.32484 -1.82212 -5.58942

Forces on atoms 1 to 6 (eV/Å):
-3.11 -0.74 -0.29
0.23 -0.10 -0.07
-0.15 0.36 -0.13
-0.12 0.29 0.19
-0.50 0.02 -0.80
0.12 0.01 0.02

Results
Highest occupied orbital energy (alpha / beta) (eV): -13.79 / -13.88
⟨S²⟩: 0.7563
Total charge: +2
Multiplicity: 2
HOMO-LUMO gap (alpha / beta) (eV): 6.514 / 6.519

[6]
DFT (the ωB97M-V functional and the def2-TZVPD basis) results for a single C4H8O2 molecule.

Cartesian coordinates (Å):
C1 -0.90874 1.36484 -0.00633
C2 0.29282 0.64243 0.57309
O1 -0.05268 -0.39848 1.52571
C3 0.16675 -1.40679 0.53943
C4 0.91363 -0.42489 -0.36240
O2 0.60668 -0.43677 -1.72773
H1 -1.57499 0.67489 -0.53624
H2 -1.48073 1.84913 0.78959
H3 -0.59199 2.12822 -0.72645
H4 0.98840 1.34194 1.04870
H5 -0.78731 -1.70545 0.07310
H6 0.68080 -2.29964 0.90830
H7 2.00237 -0.46837 -0.27194
H8 -0.25500 -0.86106 -1.82682

Forces on atoms 1 to 6 (eV/Å):
-0.05 -0.02 0.04
0.01 0.30 -0.05
-0.11 0.14 0.00
0.00 -0.36 -0.22
0.19 -0.07 0.23
-0.16 -0.07 -0.08

Results
Highest occupied orbital energy (eV): -9.85
SMILES: C[C@H]1OC[C@H]1O
HOMO-LUMO gap (eV): 10.747

Q: Number 6 is which compound?
A: C4H8O2